Density functional theory data (ωB97M-V/def2-TZVPD) for a cluster of 15 separate species, C60H165N15O15 in total.

Highest occupied orbital energy, eV: -8.60
Energy, a.u.: -4334.53365
Net charge: 0
Multiplicity: 1

Element x y z (Å)
1 C 0.241743 -3.270936 2.711875
2 C -0.528333 -3.500481 1.425879
3 C -0.579184 -5.008155 1.060766
4 O 0.756830 -5.463071 0.760685
5 C 0.807664 -6.892152 0.474713
6 N -1.835826 -2.979546 1.701811
7 H -0.074230 -3.855125 3.576150
8 H 0.198334 -2.217777 2.989514
9 H 1.289728 -3.517875 2.542043
10 H -0.092409 -3.001323 0.560485
11 H -1.220054 -5.227976 0.206917
12 H -0.977595 -5.553802 1.916129
13 H 1.819822 -7.268222 0.325714
14 H 0.173730 -7.206099 -0.354549
15 H 0.439275 -7.337175 1.399020
16 H -2.419799 -3.309954 0.946884
17 H -2.221315 -3.362945 2.552990
18 C -2.121272 4.966854 2.189129
19 C -0.782068 5.643536 1.986557
20 C 0.336219 4.662960 1.527755
21 O 1.548256 5.322090 1.312810
22 C 2.731573 4.558425 0.925649
23 N -0.932411 6.722652 1.045947
24 H -2.302843 4.174469 1.462995
25 H -2.952997 5.670527 2.154731
26 H -2.172439 4.519121 3.181611
27 H -0.381137 6.103405 2.889816
28 H -0.013935 4.200454 0.604939
29 H 0.517479 3.839868 2.218967
30 H 2.617651 4.252056 -0.114188
31 H 2.858014 3.690576 1.572915
32 H 3.595705 5.220379 0.982084
33 H 0.005258 7.097977 1.043424
34 H -1.018312 6.391167 0.095773
35 C -6.203620 -2.381239 -0.715884
36 C -5.300402 -3.581581 -0.331040
37 C -5.363125 -4.708081 -1.355388
38 O -6.618963 -5.446518 -1.281869
39 C -6.617934 -6.620961 -2.162814
40 N -3.982012 -3.099904 -0.099673
41 H -5.901351 -1.880640 -1.635743
42 H -6.245206 -1.629264 0.072094
43 H -7.214616 -2.738581 -0.911578
44 H -5.693898 -4.043733 0.574325
45 H -4.560650 -5.369394 -1.028586
46 H -5.226947 -4.376441 -2.384742
47 H -5.837180 -7.340091 -1.915111
48 H -6.562378 -6.449152 -3.237760
49 H -7.526537 -7.190521 -1.967547
50 H -3.998796 -2.243012 0.434686
51 H -3.718703 -2.709059 -0.992986
52 C 0.514332 4.684771 6.914584
53 C 0.796321 4.450872 5.379896
54 C 1.876487 5.420926 4.822649
55 O 1.206717 6.620171 4.477673
56 C 2.115986 7.527253 3.843359
57 N 1.240036 3.053326 5.254298
58 H -0.214224 3.974674 7.305834
59 H 0.100608 5.654962 7.189634
60 H 1.426636 4.550634 7.495776
61 H -0.113223 4.686188 4.827208
62 H 2.304846 4.979406 3.922832
63 H 2.626140 5.425241 5.613919
64 H 1.518136 8.314919 3.384820
65 H 2.723817 6.965087 3.134406
66 H 2.761860 8.054287 4.545619
67 H 0.768536 2.295896 5.727677
68 H 2.198633 2.983738 5.564686
69 C 0.321771 0.291700 -1.824830
70 C -0.166544 -0.202664 -0.465058
71 C 0.069953 0.826171 0.670429
72 O -0.144081 0.293873 1.910872
73 C 0.024636 1.201100 2.982395
74 N -1.587135 -0.390866 -0.668275
75 H 0.101716 1.345056 -1.998409
76 H -0.028870 -0.344759 -2.637277
77 H 1.405171 0.171981 -1.822043
78 H 0.246636 -1.175286 -0.197882
79 H -0.407331 1.788416 0.484992
80 H 1.136830 1.043929 0.719899
81 H -0.736940 1.954217 2.780094
82 H 0.988436 1.708186 3.027798
83 H -0.291658 0.706999 3.901048
84 H -2.072578 0.471196 -0.871511
85 H -2.150688 -0.731970 0.097332
86 C -4.983884 -1.215236 2.842886
87 C -3.753856 -0.416003 3.244783
88 C -2.992513 -1.115371 4.431212
89 O -3.820355 -1.224957 5.588411
90 C -3.176949 -1.823634 6.631971
91 N -2.984687 -0.313691 2.052966
92 H -5.533670 -0.633741 2.102812
93 H -5.692929 -1.306849 3.665663
94 H -4.773799 -2.250166 2.572898
95 H -4.053168 0.587903 3.545926
96 H -2.104889 -0.537308 4.688211
97 H -2.621512 -2.056411 4.025118
98 H -3.781805 -1.934278 7.531975
99 H -2.320682 -1.251359 6.988905
100 H -2.651127 -2.737200 6.354441
101 H -2.763081 -1.289568 1.916428
102 H -2.039458 0.039378 2.097531
103 C -5.608378 1.790202 0.407709
104 C -4.675391 1.331582 -0.665645
105 C -5.159131 1.769386 -2.097222
106 O -6.248445 0.935335 -2.496642
107 C -6.703607 1.254254 -3.827835
108 N -3.345711 1.873969 -0.346229
109 H -5.251269 1.523865 1.402514
110 H -6.535634 1.242420 0.239669
111 H -5.880469 2.843738 0.343407
112 H -4.479959 0.262276 -0.584970
113 H -4.382943 1.570825 -2.836286
114 H -5.460192 2.816927 -2.085977
115 H -7.715572 0.867476 -3.948022
116 H -6.004575 0.802627 -4.531735
117 H -6.807592 2.330751 -3.963669
118 H -3.147412 1.540660 0.586333
119 H -3.323114 2.880565 -0.266489
120 C 7.607335 -2.202556 2.989100
121 C 6.753010 -2.192838 1.692913
122 C 5.247467 -1.726441 1.998934
123 O 4.391027 -1.578025 0.839324
124 C 3.099720 -1.192045 1.123750
125 N 7.404114 -1.224000 0.879222
126 H 7.678083 -1.201112 3.413586
127 H 8.570573 -2.682667 2.816551
128 H 7.107917 -2.868597 3.692713
129 H 6.757650 -3.168378 1.206695
130 H 5.315426 -0.726496 2.427429
131 H 4.769645 -2.353333 2.751781
132 H 2.338468 -1.759584 0.588511
133 H 2.957768 -0.212146 0.667940
134 H 2.826334 -1.066863 2.171459
135 H 8.349664 -1.531453 0.701683
136 H 6.966931 -1.292078 -0.028716
137 C -1.533308 -3.318047 -2.559445
138 C -2.285845 -2.300746 -3.405846
139 C -3.016137 -2.876827 -4.659070
140 O -3.553432 -1.797129 -5.367560
141 C -4.031353 -2.250103 -6.674357
142 N -3.289447 -1.682298 -2.598212
143 H -2.162398 -4.070256 -2.083512
144 H -0.894818 -2.860900 -1.803502
145 H -0.839695 -3.761146 -3.274063
146 H -1.581531 -1.525440 -3.707412
147 H -3.755312 -3.638791 -4.411834
148 H -2.345517 -3.394064 -5.345252
149 H -4.740750 -1.479121 -6.975106
150 H -4.568089 -3.193019 -6.569812
151 H -3.186295 -2.420408 -7.341424
152 H -3.819991 -1.071010 -3.202319
153 H -2.727255 -1.086362 -2.007535
154 C 0.154860 -0.577976 8.454244
155 C 0.587259 0.182718 7.194629
156 C 1.150561 -0.747976 6.076543
157 O 2.356997 -1.445313 6.578383
158 C 3.025510 -2.140465 5.616132
159 N -0.567810 0.915774 6.630595
160 H -0.568900 -1.361413 8.229552
161 H -0.302203 0.012422 9.248354
162 H 1.128505 -0.928471 8.796660
163 H 1.358524 0.935727 7.356566
164 H 1.491133 -0.103074 5.266470
165 H 0.343775 -1.398429 5.738761
166 H 3.430258 -1.577357 4.775199
167 H 2.404899 -2.984476 5.315138
168 H 3.842353 -2.633840 6.142861
169 H -1.307989 0.284629 6.358753
170 H -0.875583 1.492090 7.400812
171 C 5.244428 4.531119 7.613395
172 C 4.334402 3.411614 8.031033
173 C 4.316729 2.286274 6.952737
174 O 4.077412 2.812256 5.623154
175 C 4.177398 1.782709 4.610449
176 N 4.768088 2.888224 9.346813
177 H 5.339793 5.266004 8.412729
178 H 4.706795 5.086892 6.845171
179 H 6.243923 4.262075 7.271737
180 H 3.344809 3.845520 8.174319
181 H 3.398348 1.749384 7.190295
182 H 5.231927 1.695275 6.987803
183 H 3.568579 0.916936 4.870986
184 H 5.176069 1.421152 4.365412
185 H 3.694037 2.115158 3.691785
186 H 4.165913 2.191334 9.761350
187 H 4.639813 3.661645 9.983572
188 C 3.454592 -2.657004 -2.246759
189 C 4.937416 -3.055482 -2.045925
190 C 5.668622 -3.690332 -3.288120
191 O 5.122136 -4.910267 -3.771690
192 C 5.178635 -6.038032 -2.945021
193 N 5.570326 -1.794394 -1.656293
194 H 2.666275 -3.366238 -1.994467
195 H 3.220570 -2.352001 -3.266715
196 H 3.262855 -1.755293 -1.665168
197 H 5.071291 -3.716666 -1.189776
198 H 6.690432 -3.910538 -2.979073
199 H 5.752523 -2.972727 -4.104269
200 H 4.751926 -5.803815 -1.969743
201 H 6.187338 -6.449853 -2.913266
202 H 4.612554 -6.851980 -3.397962
203 H 5.302011 -1.121215 -2.359820
204 H 5.254297 -1.549463 -0.728807
205 C -2.504107 5.059855 -7.066342
206 C -3.441170 3.858392 -7.076065
207 C -3.501234 2.991532 -5.787708
208 O -2.233146 2.406371 -5.693669
209 C -2.211644 1.304066 -4.712707
210 N -4.796963 4.255503 -7.374899
211 H -2.493260 5.555605 -6.095660
212 H -2.663075 5.795893 -7.854426
213 H -1.502628 4.630301 -7.091277
214 H -3.238011 3.223798 -7.938679
215 H -4.264028 2.223429 -5.915245
216 H -3.836475 3.707617 -5.037413
217 H -2.943720 0.500282 -4.790798
218 H -2.340197 1.661273 -3.690953
219 H -1.190898 0.922357 -4.690867
220 H -5.408180 3.513958 -7.064049
221 H -4.984897 5.104244 -6.860689
222 C 1.724957 1.545750 -5.314119
223 C 3.147281 1.288598 -5.755246
224 C 3.872456 0.106627 -5.033636
225 O 4.209003 0.305820 -3.678778
226 C 5.136276 1.384765 -3.521618
227 N 3.173705 0.974252 -7.124954
228 H 1.792095 1.607394 -4.227938
229 H 1.178712 0.645064 -5.594276
230 H 1.127189 2.327884 -5.782134
231 H 3.662060 2.227354 -5.550707
232 H 4.808716 -0.159904 -5.524036
233 H 3.224213 -0.769337 -5.057517
234 H 5.614801 1.401425 -2.542408
235 H 4.551274 2.299145 -3.620500
236 H 6.033456 1.428391 -4.139091
237 H 4.103271 0.981935 -7.519864
238 H 2.719253 0.095978 -7.330427
239 C -1.889612 -0.307001 -8.921807
240 C -0.448274 -0.370615 -8.308552
241 C -0.351082 -1.523140 -7.290890
242 O 0.999869 -1.949935 -6.997447
243 C 1.154713 -2.538330 -5.693078
244 N 0.492452 -0.600200 -9.449041
245 H -2.533330 -0.065812 -8.075899
246 H -2.146435 -1.287817 -9.321978
247 H -2.031583 0.517133 -9.620919
248 H -0.209858 0.582852 -7.837216
249 H -0.904773 -2.381792 -7.670677
250 H -0.833431 -1.300999 -6.339003
251 H 2.122273 -3.005895 -5.510579
252 H 0.332046 -3.235165 -5.532608
253 H 1.116618 -1.765246 -4.925631
254 H 1.328242 -0.879781 -8.955692
255 H 0.160696 -1.456146 -9.870236

Cartesian forces (eV/Å) of the 6 atoms listed first:
1.634 0.231 -0.438
0.153 -1.246 1.077
1.176 0.017 -0.010
-0.086 -0.649 -0.660
-0.550 0.994 1.317
-0.370 -0.094 -0.943